{
  "formula": "C5H9NO",
  "method": "wB97M-V/def2-TZVPD",
  "species": ["C", "C", "C", "C", "N", "C", "O", "H", "H", "H", "H", "H", "H", "H", "H", "H"],
  "xyz": [[1.343, 0.738, 0.020], [0.097, -0.136, 0.174], [0.508, -1.361, 1.030], [-1.133, 0.984, 0.102], [-1.335, 0.502, -1.253], [-0.614, -0.648, -1.077], [-0.705, -1.747, -1.570], [2.236, 0.182, -0.276], [1.554, 1.175, 1.004], [1.172, 1.560, -0.677], [0.926, -1.157, 2.020], [1.332, -1.809, 0.450], [-0.246, -2.149, 1.096], [-1.990, 0.802, 0.756], [-0.922, 2.067, 0.112], [-1.746, 0.898, -2.080]],
  "nbo_charge": [-0.5965, -0.1192, -0.6154, -0.1918, -0.6511, 0.6693, -0.5874, 0.2126, 0.2113, 0.2102, 0.2118, 0.2276, 0.2288, 0.1908, 0.1888, 0.4099],
  "smiles": "CC1(C)CNC1=O",
  "relative_energy_kcal_mol": 39.5,
  "total_charge": 0,
  "homo_ev": -9.65
}